Below is a molecular structure, C12H19Cl3MoO3 at a distorted geometry, with properties calculated with ωB97M-V with the def2-TZVPD basis set.

```
38
Properties=species:S:1:pos:R:3:forces:R:3:lowdin_spin:R:1
C -0.80018 0.92747 -1.38783 0.534 -0.491 -0.363 0.0178
C -0.95250 -0.49050 -1.62243 0.697 0.350 -0.824 0.0149
C 0.34621 -1.08253 -1.55739 -0.482 0.817 -0.508 0.0018
C -2.19894 -1.21147 -2.00460 -0.256 -0.143 0.102 0.0047
C 1.30457 -0.04742 -1.30063 -0.552 0.365 -0.060 0.0423
C 0.60244 1.18965 -1.17634 -0.303 -0.757 -0.803 0.0003
C 1.23409 2.54067 -1.07227 -0.036 0.108 0.310 -0.0006
C -1.88497 1.94736 -1.43021 -0.234 0.158 0.053 0.0050
C 0.66589 -2.49106 -1.92872 0.006 -0.290 0.068 -0.0012
C 2.78279 -0.22155 -1.39356 0.260 -0.115 0.224 0.0135
Mo -0.31580 -0.18254 0.54251 0.984 1.469 4.386 1.7478
Cl -3.61105 -3.74610 0.90539 -0.221 -0.398 -0.253 0.0020
Cl -2.59592 -0.35848 1.01305 -0.227 0.080 0.138 0.1364
Cl 0.60975 -2.28202 1.13980 0.276 -0.779 -0.169 0.0772
H -3.07840 -0.63043 -1.72783 0.038 -0.106 0.034 0.0006
H -2.27623 -2.17068 -1.48400 -0.122 0.084 0.061 -0.0002
H -2.23735 -1.40067 -3.08282 0.120 0.046 -0.071 0.0007
H -0.10995 -3.17519 -1.57448 0.161 0.070 0.079 0.0000
H 1.62726 -2.80690 -1.51497 -0.216 0.002 0.076 0.0000
H 0.72836 -2.60756 -3.01878 -0.054 0.200 -0.010 -0.0010
H 3.10051 -1.14313 -0.89686 -0.005 0.127 0.075 0.0012
H 3.31367 0.62171 -0.94453 -0.014 -0.110 0.051 0.0006
H 3.12354 -0.29398 -2.43701 -0.169 0.032 0.051 0.0034
H 2.16225 2.49732 -0.49530 -0.124 0.051 0.049 -0.0002
H 0.55420 3.24511 -0.58621 0.124 -0.132 0.087 -0.0004
H 1.49048 2.95385 -2.05770 -0.107 -0.193 0.000 -0.0009
H -2.80802 1.54224 -1.00871 0.111 0.033 0.050 0.0014
H -2.09836 2.27226 -2.45559 0.085 -0.026 -0.040 0.0011
H -1.60831 2.82841 -0.84592 -0.054 -0.114 0.047 0.0003
O -0.38177 1.68567 1.53239 -0.135 0.351 -1.468 0.0375
H 0.43012 1.92695 1.98932 -0.080 -0.423 0.026 0.0052
C 0.78990 0.28599 5.12129 -0.139 -0.025 -0.538 -0.0076
O 0.77471 0.41734 3.66641 0.889 0.416 1.645 -0.0097
C -0.15583 -0.32623 3.04163 -1.321 -1.109 -2.960 -0.0726
O -0.95362 -1.00376 3.63317 0.433 0.300 0.843 -0.0182
H -0.18392 0.57744 5.56097 0.483 -0.206 -0.275 -0.0012
H 1.58174 0.96871 5.44868 -0.153 -0.148 0.023 -0.0008
H 1.02866 -0.75594 5.41010 -0.194 0.508 -0.135 -0.0010
```
Positions in Å, forces in eV/Å.

## Properties
Energy above the lowest of the compared OMol25 structures with the same formula, charge and spin: 0.0 kcal/mol
Strongest force on any atom: 4.7 eV/A
Spin multiplicity: 3
Gap between HOMO and LUMO (alpha / beta): 5.476 / 5.549 eV
Net charge: -2

---

Below is a molecular structure, C12H19ClN5OPdS2, with properties calculated with ωB97M-V with the def2-TZVPD basis set.

```
41
Properties=species:S:1:pos:R:3:forces:R:3:lowdin_spin:R:1
Pd 0.05012 1.83655 1.19720 0.073 -0.205 0.252 1.2852
N 1.89483 0.79408 0.51554 -0.019 0.070 -0.113 0.1156
N 2.39848 -0.13651 1.42416 -0.059 -0.040 0.127 0.0111
C 1.71118 -0.48380 2.53510 0.045 -0.010 -0.126 0.0175
N 2.27577 -1.41538 3.30132 0.026 -0.011 0.031 0.0058
S 0.22106 0.17296 2.97389 -0.083 0.041 0.082 0.1144
H 1.70380 0.35830 -0.38141 -0.023 -0.030 -0.009 0.0005
H 2.53285 1.57620 0.38871 0.051 0.005 0.016 0.0012
H 3.28748 -0.56530 1.21633 0.023 0.005 -0.019 0.0030
H 3.15184 -1.85689 3.07625 0.008 0.009 0.006 0.0010
H 1.81483 -1.68110 4.15496 -0.003 -0.019 0.000 0.0019
C -5.34283 3.13802 0.05005 -0.012 -0.007 -0.003 0.0001
C -4.19851 4.14126 -0.01076 -0.016 -0.028 0.008 0.0009
C -2.82734 3.49131 0.10286 0.040 -0.034 -0.044 0.0095
N -2.53071 2.71479 -1.10686 0.053 -0.074 -0.007 0.0212
C -2.09002 1.48310 -1.19168 -0.020 0.062 0.131 0.0378
S -1.67982 0.49899 0.18040 -0.047 0.066 -0.086 0.1714
N -1.93963 0.87657 -2.39767 0.023 0.078 -0.062 0.0141
C -2.05649 1.38735 -3.72964 -0.108 -0.250 -0.108 0.0011
O -1.28423 0.96926 -4.54779 0.049 0.094 0.046 0.0045
C -3.18069 2.30237 -4.03616 0.030 0.103 0.051 0.0000
C -2.97842 3.31451 -4.97175 -0.038 -0.007 0.005 -0.0001
C -4.02731 4.15820 -5.29992 0.032 -0.002 -0.010 0.0001
C -5.27500 3.97316 -4.71942 -0.025 0.015 -0.005 -0.0001
C -5.48350 2.94719 -3.80621 0.000 -0.009 -0.003 0.0002
C -4.43441 2.11454 -3.45540 0.006 0.007 -0.014 -0.0001
H -6.30458 3.63392 -0.07664 0.007 0.001 0.006 0.0000
H -5.35913 2.61752 1.00897 0.014 0.013 0.005 0.0000
H -5.25526 2.38450 -0.73419 -0.001 0.002 0.001 0.0000
H -4.28729 4.86376 0.80183 0.004 0.005 0.003 0.0000
H -4.24438 4.72214 -0.93781 -0.003 0.004 0.000 0.0003
H -2.78705 2.80951 0.95123 -0.028 -0.004 0.018 0.0059
H -2.03777 4.23391 0.21782 0.013 0.011 0.011 0.0013
H -2.70506 3.20398 -1.97658 -0.020 0.001 -0.017 0.0005
H -1.38955 0.02972 -2.36098 0.007 -0.011 -0.016 0.0005
H -2.00623 3.42712 -5.43294 0.007 -0.003 0.012 0.0000
H -3.87483 4.95441 -6.01560 -0.001 -0.004 -0.002 0.0000
H -6.09438 4.62688 -4.98798 0.004 -0.001 0.003 0.0000
H -6.46371 2.79335 -3.37499 0.006 0.001 0.002 0.0000
H -4.59046 1.30678 -2.75046 0.004 -0.008 -0.013 0.0000
Cl 0.73195 3.80789 0.21911 -0.019 0.165 -0.159 0.1738
```
Positions in Å, forces in eV/Å.

## Properties
Energy above the lowest of the compared OMol25 structures with the same formula, charge and spin: 0.0 kcal/mol
Strongest force on any atom: 0.3 eV/A
Spin multiplicity: 3
Gap between HOMO and LUMO (alpha / beta): 8.647 / 7.194 eV
Net charge: +1

---

Below is 2 unconnected molecules or ions with the total composition C12H19ClO at a distorted geometry, with properties calculated with ωB97M-V with the def2-TZVPD basis set.

```
33
Properties=species:S:1:pos:R:3:forces:R:3:nbo_charge:R:1
C 1.09904 0.39022 -0.38246 -0.280 0.472 -0.730 -0.1333
C 2.09542 -0.64439 -0.54561 -1.350 -0.448 -0.015 -0.3263
C 0.29697 1.28278 -0.54205 0.794 -0.398 0.899 0.1543
C 3.48511 -0.37126 -0.02120 -0.529 -1.900 -0.614 0.5652
C 3.68212 0.01579 1.33736 0.722 1.047 3.502 -0.7398
C -2.57571 -4.59966 0.37292 0.225 -2.276 2.641 -0.6706
C -0.98810 2.15361 1.31676 -0.350 0.382 -2.149 -0.5924
C -1.79178 2.48204 -1.25500 1.484 -1.257 0.923 -0.5891
C 0.21754 3.68625 -0.43426 0.069 3.005 -0.741 -0.6087
C -1.43639 -2.53614 -0.43832 -0.502 1.944 1.827 -0.3872
C -1.81006 -3.78910 -0.57420 -1.501 -0.936 -2.605 -0.2132
C -0.55141 2.43186 -0.21947 -1.253 -1.083 0.373 -0.1507
O 4.38423 -0.66771 -0.74410 1.351 0.062 -1.174 -0.4961
Cl 1.42502 -2.25886 -0.00760 0.820 0.241 0.791 -0.0393
H 3.60802 -0.80129 2.10062 -0.485 0.197 -1.016 0.2666
H 4.72876 0.34872 1.53655 -0.873 0.224 -0.524 0.2513
H 2.92282 0.76395 1.61874 0.457 -0.072 0.149 0.2369
H -3.47542 -5.23736 0.07937 0.600 1.874 -0.067 0.2334
H -2.63498 -4.03529 1.33131 -0.945 -0.242 -0.627 0.2146
H -2.00429 -5.48663 0.76542 0.361 0.653 -0.588 0.2188
H -1.93833 1.62198 1.20749 -0.067 0.252 0.497 0.2092
H -1.11056 3.12635 1.84832 0.244 -1.030 -0.079 0.2180
H -0.28477 1.39910 1.67331 0.021 0.753 0.704 0.2293
H -1.70676 1.67170 -2.01528 0.021 0.779 0.447 0.2230
H -1.85107 3.45383 -1.69553 -0.093 0.477 -0.442 0.2105
H -2.66669 2.29623 -0.68183 -0.983 -0.100 0.292 0.2100
H -0.38693 4.60435 -0.20299 -0.086 -0.898 0.021 0.2089
H 0.28280 3.75882 -1.53807 0.871 0.176 0.533 0.2156
H 1.16337 3.96306 0.08690 -0.380 -1.193 -0.415 0.2274
H -0.94382 -2.08229 -1.27243 0.086 0.432 -0.211 0.1997
H -1.60694 -1.81752 0.49791 0.438 -2.022 -1.953 0.1991
H -1.80425 -4.21938 -1.63341 0.652 0.520 1.459 0.1949
H 2.17705 -0.90375 -1.56915 0.462 0.366 -1.111 0.2602
```
Positions in Å, forces in eV/Å.

## Properties
Energy above the lowest of the compared OMol25 structures with the same formula, charge and spin: 19.8 kcal/mol
Strongest force on any atom: 3.7 eV/A
SMILES string: CC(=O)[C@@H](Cl)C#CC(C)(C)C.C=CC
Gap between HOMO and LUMO: 9.627 eV
Net charge: 0

---

Below is a molecular structure, C12H19FN3OS at a distorted geometry, with properties calculated with ωB97M-V with the def2-TZVPD basis set.

```
37
Properties=species:S:1:pos:R:3:forces:R:3:nbo_charge:R:1
C -4.30721 0.15034 -1.61397 0.589 0.451 0.878 -0.6474
C -2.73327 0.01410 -1.81740 -0.369 -0.602 0.811 0.1649
F -2.35751 -0.38591 -3.10810 -0.306 0.744 1.214 -0.3314
C -2.02404 1.30355 -1.30751 2.310 2.223 2.300 0.0719
C -1.42774 1.40411 0.08392 -1.188 0.930 -3.456 0.0461
C -1.50254 0.24863 1.12529 -0.015 0.794 0.910 -0.4608
C -0.10226 -0.42948 1.44226 -0.575 -0.109 -0.769 -0.3927
C 0.07039 -1.64337 0.42374 0.297 0.809 0.895 -0.4211
C 1.37073 -2.45919 0.80945 -1.344 -0.289 -1.827 -0.0843
O 2.53672 -1.85626 0.17636 -7.271 -2.797 -3.407 -0.6803
C -0.82003 2.71664 0.32365 0.247 -1.152 1.775 0.0614
N -0.70739 3.77048 -0.52619 -0.846 -2.671 0.935 -0.2373
N -1.21457 3.71589 -1.74054 -0.498 -1.032 0.004 -0.1497
C -1.83243 2.57252 -2.06622 -0.121 -1.387 -1.574 0.0592
S -2.58190 2.58012 -3.75773 -0.099 0.217 0.451 0.0151
H -4.88564 0.03579 -2.56248 0.638 0.142 0.818 0.2699
H -4.48536 1.15645 -1.12680 -0.178 -1.001 -0.839 0.2184
H -4.62319 -0.60106 -0.83299 0.208 0.634 -1.117 0.2368
H -2.40591 -0.81844 -1.12781 -0.048 0.936 -0.934 0.2016
H -1.94819 0.70115 2.06437 0.541 -0.396 -0.951 0.2529
H -2.22253 -0.56281 0.82710 0.634 1.099 0.047 0.2372
H -0.06889 -0.80560 2.50627 -0.190 0.434 -1.170 0.2307
H 0.69580 0.35177 1.32279 -0.450 -0.926 0.110 0.2166
H -0.87870 -2.25217 0.45044 1.014 0.337 0.168 0.1998
H 0.14775 -1.22493 -0.62017 0.076 -0.500 0.898 0.1988
H 1.44836 -2.46561 1.93244 0.555 0.115 -1.198 0.1905
H 1.22874 -3.51212 0.43546 0.233 0.833 0.599 0.1817
H 2.43452 -1.86811 -0.81085 -0.406 -0.378 0.761 0.4646
H -0.38546 2.87531 1.35093 -0.390 -0.012 -1.277 0.2519
H -0.24841 4.63741 -0.21910 -0.277 -0.419 -0.394 0.4545
H -1.55916 2.49135 -4.66875 -0.015 0.056 1.089 0.1856
C 6.30987 -1.72724 2.34026 -0.534 -0.158 -0.354 -0.7143
C 5.03475 -1.51897 1.60622 -0.281 -0.357 -0.126 0.2973
N 4.02776 -1.37207 1.03488 8.152 3.366 4.780 -0.3445
H 6.57868 -2.78425 2.33470 0.002 0.077 0.011 0.2505
H 7.10613 -1.15567 1.86435 -0.073 -0.014 0.007 0.2540
H 6.20007 -1.39394 3.37184 -0.025 0.000 -0.068 0.2516
```
Positions in Å, forces in eV/Å.

## Properties
Energy above the lowest of the compared OMol25 structures with the same formula, charge and spin: 0.0 kcal/mol
Strongest force on any atom: 10.0 eV/A
Gap between HOMO and LUMO: 5.206 eV
Net charge: +1